{
  "formula": "C50H92Cl2O18",
  "method": "the ωB97M-V functional and the def2-TZVPD basis",
  "smiles": "CCOCCCCCc1ccc2c(c1)C(=O)C=C(/C(Cl)=C(\\C)Cl)C2=O.COCCOCCOC.COCCOCCOC.COCCOCCOC.COCCOCCOC.COCCOCCOC",
  "charge": 0,
  "e_tot_ev": -115225.6249,
  "homo_lumo_gap_ev": 7.5,
  "max_force_ev_per_a": 4.5,
  "e_homo_ev": -9.18,
  "species": ["C", "C", "O", "C", "C", "C", "C", "C", "C", "C", "C", "C", "C", "C", "C", "O", "C", "C", "C", "Cl", "C", "C", "Cl", "C", "O", "H", "H", "H", "H", "H", "H", "H", "H", "H", "H", "H", "H", "H", "H", "H", "H", "H", "H", "H", "H", "H", "H", "C", "O", "C", "C", "O", "C", "C", "O", "C", "H", "H", "H", "H", "H", "H", "H", "H", "H", "H", "H", "H", "H", "H", "C", "O", "C", "C", "O", "C", "C", "O", "C", "H", "H", "H", "H", "H", "H", "H", "H", "H", "H", "H", "H", "H", "H", "C", "O", "C", "C", "O", "C", "C", "O", "C", "H", "H", "H", "H", "H", "H", "H", "H", "H", "H", "H", "H", "H", "H", "C", "O", "C", "C", "O", "C", "C", "O", "C", "H", "H", "H", "H", "H", "H", "H", "H", "H", "H", "H", "H", "H", "H", "C", "O", "C", "C", "O", "C", "C", "O", "C", "H", "H", "H", "H", "H", "H", "H", "H", "H", "H", "H", "H", "H", "H"],
  "positions_angstrom": [[10.864, -5.259, 2.309], [11.025, -4.645, 0.818], [11.079, -3.202, 0.772], [9.842, -2.587, 1.191], [8.597, -2.851, 0.188], [7.300, -2.210, 0.897], [6.894, -0.754, 0.368], [5.834, -0.737, -0.836], [4.513, -1.527, -0.328], [4.299, -2.932, -1.006], [3.090, -3.784, -0.552], [2.187, -3.185, 0.557], [2.376, -1.792, 1.208], [3.584, -0.941, 0.756], [1.336, -1.357, 2.321], [1.602, -0.463, 3.157], [-0.070, -2.137, 2.385], [-0.263, -3.419, 1.799], [-1.611, -4.238, 1.878], [-2.395, -4.472, 3.517], [-2.242, -4.824, 0.756], [-1.664, -4.719, -0.730], [-3.805, -5.743, 0.958], [0.977, -4.077, 1.058], [1.061, -5.325, 0.861], [9.969, -5.973, 2.291], [10.787, -4.447, 3.108], [11.793, -5.889, 2.546], [10.259, -5.114, 0.111], [12.056, -5.011, 0.446], [9.555, -2.853, 2.278], [10.024, -1.446, 1.199], [8.771, -2.442, -0.865], [8.428, -3.995, 0.192], [6.470, -2.990, 0.865], [7.569, -2.083, 2.015], [6.456, -0.181, 1.269], [7.858, -0.226, 0.026], [5.577, 0.338, -1.173], [6.309, -1.263, -1.736], [5.040, -3.284, -1.811], [2.938, -4.808, -1.014], [3.769, 0.092, 1.224], [-0.924, -1.601, 2.937], [-2.483, -5.004, -1.466], [-1.201, -3.683, -0.941], [-0.790, -5.464, -0.869], [3.471, 4.402, -3.702], [4.550, 4.968, -2.983], [4.592, 4.508, -1.635], [5.921, 4.877, -0.988], [6.966, 3.956, -1.305], [7.517, 4.085, -2.616], [8.451, 5.281, -2.749], [7.703, 6.469, -2.990], [8.494, 7.633, -2.842], [2.517, 4.646, -3.223], [3.476, 4.819, -4.710], [3.590, 3.316, -3.775], [4.455, 3.420, -1.608], [3.774, 4.992, -1.090], [5.798, 4.809, 0.097], [6.216, 5.903, -1.214], [6.734, 4.091, -3.376], [8.108, 3.176, -2.770], [9.122, 5.129, -3.603], [9.044, 5.392, -1.834], [8.846, 7.725, -1.810], [7.873, 8.499, -3.074], [9.344, 7.613, -3.531], [6.519, 4.570, -6.218], [5.762, 4.722, -7.404], [5.082, 5.972, -7.445], [4.543, 6.237, -8.846], [5.530, 6.776, -9.726], [6.487, 5.839, -10.222], [5.920, 4.940, -11.315], [5.209, 3.848, -10.739], [4.439, 3.153, -11.701], [5.875, 4.642, -5.337], [6.986, 3.584, -6.234], [7.309, 5.327, -6.172], [5.763, 6.779, -7.151], [4.247, 5.924, -6.736], [3.772, 7.010, -8.770], [4.070, 5.352, -9.276], [6.934, 5.263, -9.410], [7.282, 6.447, -10.663], [6.743, 4.527, -11.910], [5.254, 5.520, -11.964], [3.666, 3.808, -12.116], [3.950, 2.313, -11.204], [5.077, 2.767, -12.502], [-4.790, -6.850, 4.746], [-6.055, -6.307, 5.072], [-6.291, -5.073, 4.400], [-7.758, -4.677, 4.517], [-8.586, -5.328, 3.553], [-8.886, -6.697, 3.828], [-9.932, -6.863, 4.923], [-9.323, -6.780, 6.208], [-10.280, -6.649, 7.241], [-3.991, -6.151, 5.012], [-4.656, -7.772, 5.314], [-4.743, -7.091, 3.679], [-6.014, -5.162, 3.343], [-5.668, -4.306, 4.877], [-7.838, -3.609, 4.291], [-8.141, -4.822, 5.530], [-7.979, -7.266, 4.039], [-9.306, -7.092, 2.898], [-10.398, -7.852, 4.837], [-10.700, -6.088, 4.824], [-10.834, -5.712, 7.129], [-9.751, -6.627, 8.195], [-10.970, -7.499, 7.239], [-7.886, 2.166, 4.782], [-6.864, 1.576, 5.561], [-6.755, 2.179, 6.847], [-5.880, 1.327, 7.758], [-6.593, 0.244, 8.356], [-6.857, -0.864, 7.494], [-5.626, -1.730, 7.252], [-4.821, -1.169, 6.219], [-3.546, -1.777, 6.153], [-7.698, 3.236, 4.646], [-7.894, 1.683, 3.805], [-8.862, 2.011, 5.254], [-7.750, 2.296, 7.292], [-6.295, 3.166, 6.717], [-5.553, 1.953, 8.593], [-4.980, 0.975, 7.248], [-7.316, -0.537, 6.559], [-7.597, -1.470, 8.024], [-5.942, -2.729, 6.927], [-5.044, -1.814, 8.176], [-2.989, -1.595, 7.077], [-2.996, -1.330, 5.324], [-3.641, -2.853, 5.974], [-8.501, -0.224, 0.713], [-7.905, 0.880, 0.061], [-6.517, 0.669, -0.182], [-5.983, 1.718, -1.150], [-6.244, 1.394, -2.517], [-7.587, 1.611, -2.952], [-7.902, 3.085, -3.180], [-8.242, 3.715, -1.949], [-8.268, 5.125, -2.065], [-8.007, -0.420, 1.671], [-9.550, 0.014, 0.900], [-8.456, -1.113, 0.076], [-6.358, -0.334, -0.597], [-5.991, 0.755, 0.776], [-4.892, 1.734, -1.061], [-6.340, 2.720, -0.905], [-8.303, 1.140, -2.276], [-7.663, 1.097, -3.914], [-8.765, 3.173, -3.851], [-7.037, 3.584, -3.630], [-7.272, 5.505, -2.314], [-8.567, 5.542, -1.103], [-8.992, 5.437, -2.825]]
}